Entry 1:
Molecular formula: C4H31NO12
Method: DFT, the ωB97M-V functional and the def2-TZVPD basis

SMILES string: CCCNC=O.O.O.O.O.O.O.O.O.O.O.O
frontier orbital gap: 0.38428 hartree
largest force on an atom: 3.29 eV/A
net charge: 0
calculated total energy: -1128.631350 a.u.

Geometry as XYZ:
```
48
Properties=species:S:1:pos:R:3:forces:R:3:lowdin_charge:R:1
C -1.42762 -1.21139 1.10090 -1.35 0.02 -0.41 -0.305
N -0.82129 -0.02216 1.08193 0.42 -0.03 -1.29 0.092
C 0.19106 0.22589 0.05180 1.63 -0.83 0.68 -0.171
C 1.45708 0.73052 0.71647 3.09 1.03 -0.51 -0.249
C 1.45772 2.19496 1.19408 -0.13 -0.85 0.98 -0.089
O -1.27423 -2.12587 0.27367 0.66 0.51 0.13 -0.068
H -2.22568 -1.36161 1.81894 0.14 0.40 0.47 0.137
H -1.08076 0.74973 1.69924 -0.42 -0.49 -0.02 0.089
H 0.40686 -0.74532 -0.39788 0.03 0.12 0.09 0.102
H -0.01724 0.88439 -0.79553 -0.94 0.24 0.36 0.121
H 1.97197 0.09690 1.45160 -1.35 -0.32 0.80 0.097
H 2.42528 0.70240 0.13659 -1.38 -0.02 -1.06 0.117
H 2.40600 2.38307 1.68795 0.31 0.15 -0.17 0.076
H 0.75121 2.29252 2.01759 -0.47 0.48 -0.15 0.056
H 1.32129 2.94083 0.41249 -0.24 -0.18 -0.01 0.075
H -2.94584 2.35579 2.23012 0.03 0.49 -0.71 0.057
H -1.51513 2.74666 1.51948 -1.10 0.58 -0.51 0.001
O -1.99322 2.27921 2.21655 1.01 -0.82 1.21 -0.063
H 2.71523 2.11131 -3.21373 -0.60 -0.35 -0.18 0.048
H 1.89742 1.36421 -2.06396 -0.67 0.09 -0.48 -0.025
O 2.69941 1.80276 -2.30812 1.36 0.64 0.84 -0.035
H -1.09934 -2.11149 -2.78586 0.00 0.15 0.06 0.069
H -0.99454 -1.62908 -1.32353 -0.63 0.10 -0.32 0.009
O -1.26890 -1.33858 -2.23200 0.20 -0.31 -0.16 -0.074
H 0.21652 -3.05724 0.68652 -0.13 -0.28 0.01 0.005
H 0.22991 -4.53138 0.33957 -0.05 -0.13 -0.02 0.057
O 0.75484 -3.86315 0.78451 0.03 0.05 0.13 -0.058
H -0.79499 -2.15535 3.84448 0.03 -0.02 -0.26 0.014
H -0.31825 -3.40587 3.12614 -0.32 0.09 -0.16 0.047
O -1.07153 -2.79514 3.16863 0.41 -0.41 0.49 -0.073
H 2.67102 -3.77217 1.26941 0.34 0.26 -0.20 0.009
H 2.93311 -2.36972 0.86281 -0.27 0.73 -0.37 -0.012
O 3.40454 -3.14319 1.13548 0.15 -0.88 0.53 -0.069
H -1.26131 0.14516 -3.23681 0.55 0.47 0.45 0.033
H -1.47058 0.59549 -4.61078 -0.21 0.33 -0.93 0.062
O -0.97713 0.87658 -3.84558 -0.37 -1.04 0.31 -0.070
H -1.25747 4.77215 0.21692 -0.33 -0.50 -0.09 0.066
H -1.26934 3.82426 -0.98277 -0.27 -0.33 -0.17 0.004
O -1.62301 3.91810 -0.08043 0.62 0.78 0.36 -0.077
H -2.42430 3.21416 -2.93037 0.19 0.12 0.18 0.060
H -1.10263 2.59252 -3.31553 0.10 -0.30 0.09 -0.001
O -1.47614 3.28742 -2.75654 -0.31 0.43 -0.06 -0.067
H 0.68767 -0.37152 -4.06744 0.05 0.32 0.59 0.011
H 1.44294 -0.26820 -2.69869 -0.40 0.01 0.23 -0.014
O 1.49075 -0.60393 -3.58598 0.54 -0.71 -0.98 -0.047
H 0.04813 0.19434 4.49224 0.11 0.16 -0.07 0.058
H 0.94908 -0.36658 3.36028 -0.11 0.09 0.03 0.030
O 0.36697 -0.61580 4.08621 0.03 -0.03 0.25 -0.038
```
Positions in Å, forces in eV/Å.



Entry 2:
Molecular formula: C4H14N
Method: DFT, the ωB97M-V functional and the def2-TZVPD basis

frontier orbital gap: 0.41821 hartree
largest force on an atom: 4.41 eV/A
net charge: +1
calculated total energy: -215.210764 a.u.

Geometry as XYZ:
```
19
Properties=species:S:1:pos:R:3:forces:R:3:lowdin_charge:R:1
C 1.64268 -1.42358 0.42187 -2.04 -2.69 -1.17 -0.171
C 0.73396 -1.64375 1.60420 -3.67 -1.62 -0.75 -0.173
H 1.04691 -1.41904 -0.55927 0.29 0.02 1.34 0.076
H 2.19072 -2.36898 0.27478 1.36 1.38 0.13 0.097
H 1.87133 -0.42471 0.60129 2.81 1.35 -0.35 0.035
H 0.13193 -0.74004 1.60596 -0.48 0.39 0.92 0.024
H -0.06354 -2.42265 1.29788 1.24 0.80 0.82 0.103
H 1.02736 -1.88302 2.64266 0.62 0.29 -0.88 0.091
C -1.01975 0.33020 -1.77295 3.39 -2.80 -0.43 0.025
N -0.18642 1.02938 -0.67684 -1.60 1.74 -0.35 -0.009
C -0.98653 2.03224 0.21765 1.77 -0.99 2.52 0.021
H -0.61379 0.30360 -2.82965 0.18 0.43 1.62 0.133
H -1.26197 -0.73060 -1.50125 1.06 0.76 0.16 0.119
H -1.95072 0.67738 -1.81629 -3.57 2.48 0.01 0.033
H 0.66243 1.57297 -0.95298 -0.89 -0.95 -0.39 0.193
H 0.07241 0.40746 0.03938 0.98 -1.78 0.49 0.046
H -1.64600 1.51524 1.03542 1.10 0.60 -2.07 0.143
H -1.51385 2.63505 -0.46457 -0.71 1.08 -0.29 0.071
H -0.13718 2.55285 0.83270 -1.83 -0.50 -1.32 0.140
```
Positions in Å, forces in eV/Å.



Entry 3:
Molecular formula: C8H27BrCuN9O5
Method: DFT, the ωB97M-V functional and the def2-TZVPD basis

multiplicity: 3
frontier orbital gap (spin up / spin down): 0.23532 / 0.22786 hartree
largest force on an atom: 8.29 eV/A
net charge: 0
calculated total energy: -5404.502045 a.u.

Geometry as XYZ:
```
51
Properties=species:S:1:pos:R:3:forces:R:3:lowdin_spin:R:1
Cu 1.07190 -2.73254 1.59706 0.56 0.96 -0.30 1.530
Br 1.03560 -1.01355 -0.67701 0.40 -0.04 0.31 0.133
C 4.30502 -2.55326 0.84990 -2.94 -0.03 -1.06 0.008
O 3.23067 -3.05272 1.08627 -2.68 -1.14 1.18 0.123
N 4.49443 -1.63217 -0.02261 -0.06 3.96 -3.34 0.001
N 5.39728 -2.94299 1.35222 5.29 -2.71 3.03 0.001
H 5.41723 -1.24256 -0.15210 -0.51 0.15 -0.14 0.000
H 3.69908 -1.21385 -0.48362 -0.09 0.03 -0.07 0.001
H 5.36250 -3.82050 1.85110 0.32 0.15 -0.04 0.000
H 6.20482 -2.72336 0.78677 0.25 -0.53 0.66 0.000
C 2.21134 -0.06390 3.13089 -1.08 -3.73 0.26 0.015
O 1.61885 -1.16323 2.82654 0.93 1.39 0.90 0.169
N 2.20400 0.96111 2.34528 -0.36 1.61 -1.98 0.001
N 2.88032 0.09831 4.27188 0.38 -0.16 0.93 0.003
H 2.72404 1.80212 2.55107 -0.31 -0.18 -0.38 0.000
H 1.73585 0.77700 1.46947 0.08 0.49 -0.43 0.000
H 3.24210 1.02447 4.44916 -0.01 -0.46 0.49 0.001
H 2.84283 -0.61144 4.98947 0.05 0.27 -0.19 0.000
C -0.47015 2.18654 -2.85360 -4.83 3.10 -2.45 0.000
O -1.06758 3.16004 -3.33754 0.08 0.02 0.12 0.000
N -1.05393 1.06414 -2.58251 -3.30 -2.88 0.68 0.001
N 0.75292 2.14128 -2.61518 8.15 0.26 1.51 0.002
H -2.05822 1.10682 -2.68091 0.22 -0.57 0.08 0.000
H -0.55490 0.22055 -2.33875 -0.43 0.11 0.05 0.002
H 1.40109 2.86305 -2.89627 -0.43 -0.11 0.15 0.000
H 1.09243 1.35272 -2.08321 0.42 0.19 -0.09 0.003
C -1.83902 -2.18102 -3.84129 -1.43 -0.48 2.75 0.000
O -2.26450 -2.71040 -2.82342 -0.74 -0.27 0.12 0.000
N -2.59810 -1.83385 -4.89016 0.10 -0.08 -0.95 0.000
N -0.58941 -1.77367 -3.88574 2.48 0.60 -1.32 0.000
H -2.03506 -1.59464 -5.69381 -1.29 0.33 -0.33 0.000
H -3.59802 -1.78712 -4.75574 0.38 -0.11 -0.59 0.000
H 0.02602 -1.92848 -3.09999 -0.03 -0.12 -0.21 0.001
H -0.28459 -1.34235 -4.74665 0.55 0.10 0.59 0.000
C -4.20614 0.31827 1.15912 -0.19 1.24 0.57 0.000
C -2.84340 0.65301 0.51356 -1.05 -0.53 0.03 0.000
C -1.94274 1.37366 1.43584 0.42 -0.45 1.70 0.000
O -2.61974 2.53800 1.77498 0.18 1.14 1.27 0.000
C -1.90447 3.36608 2.71661 -0.58 -0.08 -1.64 0.000
N -2.35880 -0.64448 0.19411 1.34 -1.00 -1.00 0.003
H -4.68664 1.19516 1.59304 -0.38 0.28 -0.71 0.000
H -4.13781 -0.29710 2.05621 0.74 -0.46 -0.23 0.000
H -4.83218 -0.22300 0.44976 -0.12 0.26 -0.01 0.000
H -2.90544 1.29924 -0.36201 -0.64 0.18 -0.23 0.000
H -0.90319 1.58098 1.18194 0.13 0.24 -1.35 0.000
H -1.73566 0.73686 2.29590 -0.54 -0.35 0.72 0.000
H -0.87136 3.01906 2.73629 0.12 0.23 0.41 0.000
H -2.36914 3.42573 3.70079 0.02 -0.43 0.04 0.000
H -1.96555 4.35046 2.25254 0.34 0.25 0.34 0.000
H -2.84114 -0.94880 -0.63946 -0.39 -0.55 -0.03 0.000
H -1.41344 -0.58372 -0.15621 0.48 -0.07 0.16 -0.001
```
Positions in Å, forces in eV/Å.



Entry 4:
Molecular formula: C4H8O2
Method: DFT, the ωB97M-V functional and the def2-TZVPD basis

SMILES string: OC1=CC1.CO
frontier orbital gap: 0.35627 hartree
largest force on an atom: 0.47 eV/A
net charge: 0
calculated total energy: -307.567148 a.u.

Geometry as XYZ:
```
14
Properties=species:S:1:pos:R:3:forces:R:3:lowdin_charge:R:1
C -0.81457 -0.47715 -1.73151 -0.37 0.21 -0.12 -0.176
C 0.41718 0.94414 0.95742 0.35 -0.32 -0.01 -0.374
O -0.06143 2.15304 0.65970 -0.11 -0.08 0.08 0.098
C 0.15639 -0.33727 1.65859 -0.24 -0.12 0.18 -0.085
C 1.39328 0.10129 0.87913 0.02 0.33 -0.01 0.001
O 0.24318 -1.39001 -1.55688 0.25 0.03 -0.01 -0.121
H -1.33047 -0.23997 -0.78708 0.11 -0.08 -0.15 0.064
H -1.53589 -0.95061 -2.40157 0.04 0.09 0.08 0.081
H -0.48633 0.46901 -2.18482 -0.03 -0.17 0.05 0.086
H -0.95766 2.22705 1.01300 0.11 0.00 -0.05 0.124
H 0.19730 -0.37702 2.75261 0.00 0.04 -0.17 0.081
H -0.51778 -1.08209 1.22042 0.13 0.15 0.04 0.077
H 2.39641 -0.18125 0.60707 -0.11 0.07 0.06 0.103
H 0.96367 -0.90922 -1.12999 -0.13 -0.14 0.05 0.041
```
Positions in Å, forces in eV/Å.



Entry 5:
Molecular formula: C3H4NO2S
Method: DFT, the ωB97M-V functional and the def2-TZVPD basis

SMILES string: C#[N+]S(=O)(=O)C=C
frontier orbital gap: 0.39558 hartree
largest force on an atom: 5.64 eV/A
net charge: +1
calculated total energy: -719.714177 a.u.

Geometry as XYZ:
```
11
Properties=species:S:1:pos:R:3:forces:R:3:lowdin_charge:R:1
C -2.32107 2.04562 -0.35163 2.12 -4.54 2.58 0.208
C 1.20267 -1.05836 -0.19230 -2.24 0.43 -0.82 0.059
C 0.25675 -0.82655 0.67290 -1.86 -0.85 -0.19 -0.109
N -1.85608 1.12446 0.19505 -1.37 3.32 -1.49 0.078
O -1.78671 -0.84111 -1.42337 0.51 -0.54 0.58 -0.215
O -2.43026 -1.36170 0.95290 -1.37 -0.82 1.11 -0.199
S -1.57057 -0.90001 -0.02603 3.36 0.94 -0.07 0.816
H -2.81092 2.71279 -0.95402 -0.93 1.87 -1.04 0.094
H 2.16067 -1.02754 0.11748 3.19 -0.13 1.25 0.061
H 1.07539 -1.19356 -1.22546 -0.43 -0.11 -1.28 0.082
H 0.40560 -0.88351 1.76647 -0.97 0.44 -0.62 0.125
```
Positions in Å, forces in eV/Å.



Entry 6:
Molecular formula: C5H6LiO4Sn
Method: DFT, the ωB97M-V functional and the def2-TZVPD basis

multiplicity: 2
frontier orbital gap (spin up / spin down): 0.19889 / 0.25101 hartree
largest force on an atom: 3.80 eV/A
net charge: 0
calculated total energy: -716.880555 a.u.

Geometry as XYZ:
```
17
Properties=species:S:1:pos:R:3:forces:R:3:lowdin_spin:R:1
C 1.37195 -0.94393 0.09774 -0.38 -0.84 0.98 0.011
C 0.13358 -1.37878 -0.69272 -0.07 -0.33 -0.19 0.018
C -1.15364 -0.90428 -0.08845 0.11 0.33 0.33 0.014
C -1.92525 0.09937 -0.58944 -0.48 0.27 0.06 0.020
O -2.90662 0.69112 0.04165 0.73 -0.16 0.18 0.001
O 1.88725 0.31834 -0.21143 0.62 -1.47 2.31 0.142
Sn 1.60732 1.55812 -1.58988 -0.29 2.23 -3.07 0.670
Li -1.77728 0.82457 1.49868 -0.26 -0.21 -0.63 0.004
H 2.15299 -1.72267 0.01034 -0.03 0.51 -0.06 0.001
H 1.07903 -0.89078 1.16516 0.17 -0.35 -0.28 0.000
H 0.15272 -2.48081 -0.75513 0.01 0.28 0.02 0.000
H 0.22908 -1.01869 -1.73010 -0.09 -0.08 0.14 0.015
H -1.44328 -1.35150 0.87570 0.03 0.01 -0.28 0.001
H -1.67341 0.47985 -1.59973 -0.05 -0.10 0.22 0.019
O 0.04618 1.61179 1.83014 1.30 -1.06 -0.33 0.011
O 1.33958 3.02836 0.59817 0.82 -1.91 0.27 0.039
C 0.87979 2.07989 1.13930 -2.16 2.87 0.34 0.033
```
Positions in Å, forces in eV/Å.